83
Properties=species:S:1:pos:R:3:forces:R:3 method="wB97M-V/def2-TZVPD" homo_energy_ha="-0.481 / -0.481" e_lumo_ev="-7.27 / -7.88" charge=+2 multiplicity=4 gap_ev="5.82 / 5.21"
Mn 1.277320 1.793162 -1.525632 -1.118 -0.154 -0.583
Se 2.788820 -1.664647 4.553697 0.054 -0.004 -0.064
P 1.105080 -1.564270 3.163825 0.264 0.363 -0.213
C -0.190156 -0.719986 4.038056 -0.199 0.221 0.273
C -0.624904 0.527158 3.576749 -0.161 -0.125 0.077
C -1.602092 1.213567 4.281960 -0.001 -0.020 0.010
C -2.130802 0.672546 5.446080 -0.010 0.005 0.007
C -1.676626 -0.551762 5.926725 0.023 0.017 -0.053
C -0.697595 -1.245031 5.236780 -0.020 0.166 -0.093
C 0.772336 -3.230792 2.645664 0.075 -0.422 -0.001
C 1.230771 -3.653261 1.395264 0.013 -0.107 0.100
C 1.014645 -4.963677 0.993159 0.025 -0.032 0.050
C 0.357525 -5.850610 1.834322 -0.006 0.009 -0.028
C -0.081627 -5.437944 3.089761 0.009 0.018 -0.040
C 0.131120 -4.135541 3.503602 0.038 0.004 -0.162
C 1.483217 -0.595960 1.690298 0.655 -0.373 0.547
C 0.829675 -0.368842 0.499771 -0.500 0.205 -0.287
N 1.618305 0.495210 -0.158772 0.793 0.791 -0.295
N 2.718285 0.776591 0.558988 -0.556 -0.620 0.322
N 2.653638 0.112575 1.673706 -0.234 0.081 -0.079
P -0.696614 -0.814514 -0.366471 0.345 -0.110 0.176
Se -1.003787 0.795307 -1.800494 0.838 0.453 -0.187
C -0.402462 -2.382022 -1.181504 0.025 -0.140 -0.122
C -1.326024 -3.423372 -1.125493 -0.006 0.016 -0.130
C -1.074466 -4.604057 -1.816460 -0.038 0.067 0.028
C 0.088449 -4.743594 -2.555715 0.028 0.033 -0.040
C 1.008696 -3.698715 -2.622038 -0.023 -0.023 0.003
C 0.763776 -2.517051 -1.946205 -0.083 -0.086 0.075
C -2.047789 -0.937346 0.774216 -0.278 -0.014 0.163
C -2.105051 -2.011205 1.671766 -0.114 0.014 -0.064
C -3.158834 -2.097196 2.564805 0.008 0.069 -0.022
C -4.153083 -1.123048 2.560981 -0.007 -0.034 0.053
C -4.097200 -0.059491 1.672814 0.053 0.020 -0.025
C -3.043120 0.041166 0.775570 -0.001 -0.077 0.145
H -0.212630 0.966501 2.678726 0.001 0.004 0.014
H -1.939515 2.178543 3.925295 0.019 -0.029 0.009
H -2.886365 1.218708 5.997911 0.031 -0.028 -0.027
H -2.070839 -0.954514 6.851095 0.020 0.015 -0.036
H -0.316976 -2.166904 5.651523 0.049 -0.017 -0.001
H 1.753696 -2.973874 0.735330 0.010 -0.020 0.050
H 1.366056 -5.288615 0.022103 -0.004 0.010 0.054
H 0.194065 -6.873812 1.518376 0.009 0.044 0.014
H -0.581781 -6.135747 3.749500 0.028 0.023 -0.033
H -0.207191 -3.835472 4.482987 -0.002 0.039 0.035
H -2.246523 -3.320767 -0.567947 -0.002 0.017 0.017
H -1.796190 -5.410196 -1.780840 0.015 0.035 0.006
H 0.276533 -5.662646 -3.097464 0.004 0.039 0.025
H 1.909593 -3.807760 -3.212450 -0.025 0.009 0.016
H 1.472599 -1.701043 -2.023054 0.015 0.055 0.026
H -1.339798 -2.779251 1.669525 -0.173 0.070 -0.084
H -3.212251 -2.926579 3.259215 0.006 0.020 -0.023
H -4.981817 -1.198994 3.254016 0.027 -0.005 -0.014
H -4.873832 0.694353 1.675088 0.022 -0.027 -0.007
H -2.993241 0.877154 0.091654 -0.016 0.001 0.000
Br -2.509224 6.541153 0.180116 0.005 -0.125 0.197
C -1.608757 6.309971 -1.450795 -0.108 0.135 0.009
C -1.954368 7.220407 -2.440383 0.007 0.050 -0.127
C -1.361454 7.171236 -3.690305 -0.050 0.053 0.032
C -0.402574 6.207941 -3.963729 0.031 -0.067 0.070
C -0.058324 5.304379 -2.977018 0.037 0.053 -0.073
C -0.649620 5.324579 -1.707253 0.282 -0.243 -0.109
C -0.258677 4.303093 -0.702635 0.360 -0.759 -0.093
O -0.670137 4.137161 0.395363 -0.386 0.144 0.419
O 0.741020 3.392755 -1.133332 0.169 0.262 -0.581
H -2.696030 7.975690 -2.218062 0.026 -0.031 -0.011
H -1.645878 7.893285 -4.445501 0.006 -0.027 0.033
H 0.076568 6.169817 -4.933606 -0.008 -0.015 0.054
H 0.706702 4.576451 -3.187945 0.078 -0.118 0.026
C 4.614054 1.991621 -2.112187 0.031 0.110 0.005
C 3.913522 0.725360 -2.537697 -0.143 0.031 -0.026
O 2.523107 0.974086 -2.953872 -0.046 0.252 0.356
C 2.465386 1.546578 -4.304075 -0.042 -0.037 0.153
C 1.039004 1.646858 -4.761762 -0.172 0.011 -0.032
H 5.545906 1.734683 -1.607987 0.008 -0.003 -0.044
H 4.019056 2.553636 -1.386660 -0.027 -0.026 0.061
H 4.853326 2.645981 -2.950392 -0.015 -0.041 0.022
H 3.852826 0.010277 -1.725820 -0.086 -0.046 0.126
H 4.401013 0.246575 -3.383766 0.050 -0.039 -0.038
H 3.049149 0.882759 -4.938986 -0.028 -0.055 -0.043
H 2.949935 2.521018 -4.287923 0.051 0.073 0.045
H 0.553303 0.672103 -4.788115 0.021 0.004 -0.020
H 1.025921 2.074355 -5.765268 -0.020 -0.045 0.010
H 0.442223 2.313761 -4.130766 0.047 0.031 0.001

---

89
Properties=species:S:1:pos:R:3:forces:R:3 method="wB97M-V/def2-TZVPD" homo_energy_ha="-0.391 / -0.392" e_lumo_ev="-2.64 / -3.53" relative_energy_kj_mol=0.0 charge=+1 multiplicity=4 gap_ev="8.02 / 7.12"
Re -2.205167 1.511736 2.352119 0.037 0.030 -1.224
C 7.745639 0.453495 1.155967 -0.057 -0.012 0.000
C 6.287897 0.766219 0.949231 0.052 0.001 0.002
C 5.902084 1.837331 0.139517 0.011 0.041 -0.023
C 4.568053 2.154125 -0.041437 0.054 -0.081 -0.001
C 3.605809 1.382426 0.595954 0.056 0.033 -0.046
C 3.959951 0.328583 1.422713 0.025 0.052 0.036
C 5.303153 0.020574 1.588834 -0.020 0.014 0.016
S 1.878370 1.736734 0.383438 -0.231 0.092 0.018
O 1.653229 3.208184 0.440204 0.184 -0.259 -0.028
C 1.715078 1.301682 -1.367299 0.071 0.330 0.086
C 1.564838 2.358507 -2.287919 -0.037 -0.037 0.024
C 1.291758 2.069163 -3.591889 0.028 -0.042 -0.047
C 1.143851 0.726262 -4.027823 -0.018 0.071 -0.044
C 0.804214 0.414748 -5.369799 0.013 0.063 0.047
C 0.633408 -0.878692 -5.764778 0.015 -0.095 0.040
C 0.806386 -1.934513 -4.837769 -0.021 0.057 -0.089
C 1.135955 -1.669078 -3.540921 0.006 0.070 0.082
C 1.307733 -0.328137 -3.099844 -0.039 -0.064 0.031
C 1.596901 -0.004545 -1.741884 -0.045 -0.202 -0.139
C 1.722643 -1.077693 -0.718744 0.447 0.014 -0.348
C 2.917024 -1.855027 -0.635325 0.081 0.008 -0.095
C 4.000177 -1.642560 -1.525354 -0.093 0.023 0.045
C 5.154622 -2.354867 -1.386755 0.063 -0.119 0.073
C 5.284434 -3.313909 -0.356080 0.031 0.083 -0.077
C 4.252554 -3.542818 0.507602 -0.088 -0.010 0.018
C 3.042259 -2.818001 0.390459 -0.038 -0.051 0.093
C 1.966789 -3.013358 1.305210 0.056 0.029 -0.077
C 0.830684 -2.272522 1.212680 0.054 -0.048 -0.024
C 0.736603 -1.301375 0.187188 -0.299 -0.114 0.512
S -0.718352 -0.298406 0.071798 0.110 0.088 -0.005
O -0.994494 0.029336 1.569574 -0.157 -0.065 0.041
C -1.882040 -1.551922 -0.377971 -0.143 0.110 0.012
C -2.501428 -2.352727 0.566313 -0.014 -0.146 -0.018
C -3.381029 -3.329804 0.128550 0.027 -0.009 0.104
C -3.646848 -3.511597 -1.226488 -0.030 -0.017 -0.078
C -4.637615 -4.548888 -1.680613 0.045 0.041 0.012
C -3.000106 -2.691600 -2.151287 -0.014 -0.054 -0.013
C -2.122076 -1.705055 -1.738258 -0.027 0.034 0.043
H 8.335610 0.712961 0.277448 -0.012 -0.001 0.003
H 7.894905 -0.603755 1.374319 -0.003 0.008 -0.006
H 8.142425 1.022867 1.998985 -0.006 0.005 -0.005
H 6.663298 2.431774 -0.352805 -0.011 -0.019 0.011
H 4.270836 2.993289 -0.659412 0.006 -0.021 0.004
H 3.193860 -0.243269 1.935826 0.007 0.009 -0.022
H 5.588839 -0.803077 2.232894 -0.007 0.003 -0.023
H 1.639658 3.376159 -1.925786 0.007 -0.012 0.003
H 1.170617 2.867779 -4.314316 -0.010 -0.017 0.007
H 0.676024 1.227416 -6.074708 0.004 -0.008 0.008
H 0.365849 -1.103461 -6.788984 0.020 -0.005 0.010
H 0.678758 -2.959211 -5.163506 -0.003 0.024 0.003
H 1.264394 -2.481991 -2.835941 0.002 0.017 -0.010
H 3.905777 -0.902376 -2.309841 0.002 -0.009 0.023
H 5.976260 -2.190004 -2.071460 0.009 0.012 0.028
H 6.210362 -3.864629 -0.252030 -0.016 -0.012 -0.019
H 4.345531 -4.279531 1.296438 0.004 0.012 -0.003
H 2.068123 -3.759359 2.084116 0.018 0.009 -0.012
H 0.013855 -2.413300 1.908066 0.052 0.047 0.002
H -2.305918 -2.214514 1.621910 -0.033 0.022 -0.006
H -3.865603 -3.969432 0.856617 -0.019 0.026 -0.011
H -4.660714 -5.399572 -1.000751 0.010 0.008 -0.003
H -4.403460 -4.909832 -2.681107 0.008 0.002 0.010
H -5.642863 -4.123322 -1.710729 0.007 0.002 0.003
H -3.190269 -2.825354 -3.209463 -0.003 0.010 0.019
H -1.625986 -1.070349 -2.464181 -0.009 0.016 0.012
O -0.409626 4.764631 0.401495 -0.004 0.185 -0.166
P -1.311721 3.744744 1.127411 -0.884 0.520 0.903
O -0.836883 3.141037 2.443131 0.393 -0.436 -0.089
O -1.892352 2.568126 0.347602 -0.124 -0.331 0.293
O -2.586484 4.705710 1.492677 0.332 0.120 -0.332
P -3.984501 4.057247 1.966843 -0.398 -0.514 0.427
O -4.549561 3.375381 0.636549 0.109 0.154 -0.121
O -4.992913 4.942608 2.524807 0.291 0.150 0.123
O -3.501264 2.901481 2.929468 -0.137 0.446 -0.452
H -0.782349 5.659083 0.442986 0.099 0.004 -0.075
H -3.858086 3.066620 0.029438 0.019 -0.136 0.069
Cl -2.013995 0.499592 4.355924 0.035 0.026 0.473
S -4.164918 0.222981 1.715393 0.200 -0.120 0.026
C -5.328961 0.997109 2.759105 -0.079 -0.062 -0.077
N -5.380594 0.881519 4.068734 0.021 0.060 0.061
C -6.462728 1.695696 4.643819 0.061 -0.049 -0.077
C -7.024541 2.419940 3.400233 0.029 -0.046 -0.050
N -6.325843 1.731459 2.298047 -0.062 0.137 0.051
H -4.626675 0.464818 4.593542 -0.012 -0.041 -0.002
H -6.071859 2.385107 5.387764 0.035 0.023 -0.012
H -7.201616 1.047348 5.110494 -0.014 -0.013 0.016
H -6.764390 3.477467 3.376827 0.014 0.012 0.031
H -8.100215 2.304229 3.305902 -0.019 -0.026 -0.006
H -6.261014 2.128145 1.371096 -0.025 -0.047 0.005